Record 1
32
Properties=species:S:1:pos:R:3:lowdin_charge:R:1 method="wB97M-V/def2-TZVPD" max_force_ev_per_a=5.87 smiles="N[N+]1=C[C@@H]([C@@H]2CCc3ccccc32)CC1" total_charge=+1 homo_lumo_gap_ha=0.286 relative_energy_ev=5.3625
N -4.172 0.662 1.352 0.134
N -3.154 0.375 0.579 -0.154
C -2.063 -0.336 0.835 0.112
C -0.921 -0.069 -0.296 -0.110
C 0.451 -1.228 -0.568 -0.148
C 0.637 -1.986 0.654 -0.220
C 1.413 -1.088 1.562 -0.145
C 2.220 -0.175 0.657 -0.193
C 3.353 0.513 0.874 -0.024
C 3.921 1.232 -0.224 -0.058
C 3.288 1.231 -1.444 -0.096
C 2.204 0.402 -1.683 -0.023
C 1.647 -0.327 -0.644 -0.171
C -1.834 0.244 -1.434 -0.145
C -3.005 1.058 -0.813 -0.003
H -4.994 1.014 0.919 0.117
H -4.407 0.042 2.193 0.182
H -2.095 -1.065 1.666 0.146
H -0.240 0.754 -0.015 0.141
H 0.088 -2.002 -1.325 0.167
H 1.379 -2.792 0.611 0.138
H -0.338 -2.416 1.012 0.127
H 2.014 -1.755 2.231 0.137
H 0.878 -0.366 2.214 0.126
H 3.632 0.552 1.923 0.122
H 4.864 1.837 0.003 0.134
H 3.728 1.937 -2.161 0.117
H 1.793 0.542 -2.666 0.110
H -1.642 0.917 -2.250 0.124
H -2.214 -0.698 -1.913 0.144
H -2.573 1.953 -0.525 0.118
H -3.859 1.037 -1.324 0.093

Record 2
10
Properties=species:S:1:pos:R:3:lowdin_charge:R:1 method="wB97M-V/def2-TZVPD" max_force_ev_per_a=1.87 smiles="F[C@@H]1C=CSC1=S" homo_lumo_gap_ha=0.302 relative_energy_ev=0.4761
F 1.628 0.695 -1.055 0.011
C 0.870 0.028 -0.169 -0.440
C -0.338 -0.710 -0.835 -0.087
C -1.464 -0.500 -0.168 -0.385
S -1.291 0.591 1.197 0.955
C 0.363 0.970 0.930 -1.070
S 1.368 1.931 1.785 0.686
H 1.495 -0.752 0.263 0.150
H -0.156 -1.404 -1.648 0.111
H -2.474 -0.849 -0.299 0.069

Record 3
22
Properties=species:S:1:pos:R:3:lowdin_charge:R:1 method="wB97M-V/def2-TZVPD" max_force_ev_per_a=5.01 smiles=CN(C)[Si](C)(C)C homo_lumo_gap_ha=0.341 relative_energy_ev=0.5343
C -1.782 1.061 -0.524 -0.148
N -1.087 -0.126 0.000 -0.297
C -2.066 -0.938 0.670 -0.150
Si 0.630 -0.076 0.007 0.519
C 1.347 -1.788 0.606 -0.130
C 1.229 1.259 1.230 -0.151
C 1.296 0.584 -1.642 -0.181
H -1.179 1.715 -0.994 0.009
H -2.606 0.891 -1.233 0.087
H -2.282 1.725 0.277 0.110
H -2.846 -1.405 0.022 0.087
H -1.531 -1.792 1.114 0.076
H -2.668 -0.377 1.359 0.065
H 1.120 -2.607 0.051 -0.010
H 2.323 -1.630 0.722 -0.032
H 1.065 -1.899 1.645 0.032
H 0.820 2.158 1.041 -0.021
H 0.829 1.119 2.157 -0.008
H 2.338 1.289 1.195 0.055
H 1.039 1.620 -1.580 -0.002
H 2.353 0.502 -1.770 0.006
H 0.841 0.087 -2.627 0.083

Record 4
17
Properties=species:S:1:pos:R:3:lowdin_charge:R:1 method="wB97M-V/def2-TZVPD" max_force_ev_per_a=0.48 smiles=COC[C@@H](O)CO homo_lumo_gap_ha=0.398 relative_energy_ev=1.5315
C -2.601 -0.956 0.290 -0.109
O -1.287 -0.635 0.676 -0.179
C -0.502 -0.174 -0.394 -0.211
C 0.751 0.460 0.163 -0.349
O 1.607 -0.510 0.748 -0.023
C 1.542 1.076 -0.984 -0.233
O 2.891 1.252 -0.652 -0.048
H -3.187 -1.101 1.201 0.091
H -2.640 -1.873 -0.317 0.092
H -3.052 -0.136 -0.294 0.090
H -0.197 -0.994 -1.067 0.142
H -1.064 0.555 -1.000 0.136
H 0.477 1.218 0.911 0.159
H 1.062 -1.189 1.169 0.104
H 1.130 2.057 -1.239 0.130
H 1.430 0.422 -1.868 0.126
H 3.131 0.466 -0.135 0.083

Record 5
72
Properties=species:S:1:pos:R:3:mulliken_spin:R:1 method="wB97M-V/def2-TZVPD" max_force_ev_per_a=7.17 total_charge=+1 homo_lumo_gap_ha="0.212 / 0.167" relative_energy_ev=3.8464 multiplicity=2
Sc 1.357 -0.706 -2.327 -0.022
O -0.985 -2.532 0.324 0.003
C -0.013 -1.917 -0.023 -0.010
O -0.086 -0.912 -0.894 0.010
C 1.387 -2.172 0.500 -0.008
P 2.430 -0.685 0.106 0.009
C 4.072 -1.279 0.601 0.003
C 4.970 -1.562 -0.425 0.001
C 6.197 -2.125 -0.120 0.002
C 6.514 -2.402 1.201 0.000
C 5.620 -2.109 2.221 0.000
C 4.397 -1.532 1.931 0.001
C 1.898 0.492 1.386 0.003
C 0.831 0.256 2.249 0.001
C 0.440 1.240 3.138 0.000
C 1.064 2.477 3.143 0.001
C 2.114 2.726 2.271 0.000
C 2.535 1.736 1.403 0.001
H 1.811 -3.015 -0.056 -0.001
H 1.362 -2.452 1.556 0.000
H 4.682 -1.347 -1.451 -0.002
H 6.907 -2.344 -0.901 0.000
H 7.466 -2.849 1.442 0.000
H 5.879 -2.328 3.246 0.000
H 3.698 -1.286 2.719 0.000
H 0.302 -0.685 2.252 0.001
H -0.369 1.032 3.821 0.000
H 0.738 3.245 3.828 0.000
H 2.582 3.699 2.249 0.000
H 3.364 1.915 0.732 0.000
F 2.870 0.236 -3.444 0.001
Te 1.707 1.920 -3.514 0.001
F 2.247 1.898 -1.634 0.001
F 1.580 2.155 -5.381 0.000
F 1.029 3.635 -3.160 0.000
F 3.411 2.686 -3.755 0.000
O 0.352 0.821 -3.277 0.005
C -1.774 -1.512 -3.343 0.008
Ge -1.979 -0.487 -1.631 0.006
C -1.793 1.512 -1.528 -0.001
C -2.748 2.322 -2.131 0.000
C -2.679 3.701 -2.000 0.000
C -1.663 4.277 -1.258 0.000
C -0.702 3.475 -0.661 0.000
C -0.760 2.100 -0.803 0.001
C -3.361 -1.279 -0.392 0.002
C -4.122 -2.323 -0.876 0.000
C -5.119 -2.911 -0.093 0.000
C -5.370 -2.449 1.176 0.001
C -4.624 -1.379 1.704 -0.002
C -4.885 -0.872 2.994 0.000
C -4.191 0.210 3.478 0.000
C -3.166 0.777 2.716 0.000
C -2.855 0.269 1.477 -0.001
C -3.600 -0.784 0.914 -0.001
H -2.725 -1.590 -3.864 0.001
H -1.415 -2.519 -3.106 -0.001
H -1.050 -1.018 -4.004 -0.001
H -3.555 1.877 -2.701 0.000
H -3.430 4.323 -2.466 0.000
H -1.624 5.349 -1.148 0.000
H 0.088 3.915 -0.073 0.000
H -0.018 1.479 -0.306 -0.001
H -3.950 -2.699 -1.875 0.000
H -5.691 -3.738 -0.486 0.000
H -6.141 -2.897 1.785 0.000
H -5.649 -1.349 3.590 0.000
H -4.430 0.623 4.447 0.000
H -2.615 1.621 3.105 0.000
H -2.026 0.682 0.917 0.000
O 2.190 -2.324 -2.378 0.500
O 1.074 -2.313 -3.133 0.491

Record 6
6
Properties=species:S:1:pos:R:3:lowdin_charge:R:1 method="wB97M-V/def2-TZVPD" max_force_ev_per_a=1.46 smiles=O.O homo_lumo_gap_ha=0.450 relative_energy_ev=0.3393
O 1.979 -0.087 -0.073 -0.056
H 1.094 -0.178 0.341 0.031
H 2.402 0.713 0.216 0.023
O -1.948 0.133 -0.043 -0.071
H -2.566 -0.619 -0.024 0.043
H -1.176 -0.286 0.396 0.029